DFT (ωB97M-V with the def2-TZVPD basis set) results for C3H6CdO15S3 as an isolated structure in a non-equilibrium geometry.

Each line ends with the Löwdin charge.
CARTESIAN COORDINATES (ANGSTROEM)
Cd 0.65 16.64 7.27  1.30
S 3.37 16.93 7.58  0.18
O 2.32 17.91 7.30  -0.46
O 4.41 16.88 6.53  -0.47
O 4.16 17.15 8.80  -0.45
O 2.50 15.73 7.58  -0.49
S -1.98 18.55 6.46  0.17
O -3.16 17.69 6.22  -0.47
O -0.75 17.76 6.55  -0.50
O -1.79 19.49 5.33  -0.50
O -2.29 19.28 7.72  -0.46
S -1.05 15.72 9.21  0.20
O -0.63 15.13 7.91  -0.51
O -0.02 16.81 9.18  -0.50
O -2.40 16.27 9.22  -0.39
O -0.76 14.80 10.33  -0.46
C -1.73 14.69 5.04  -0.02
O -0.53 14.06 4.53  0.00
C 0.61 14.68 4.79  -0.61
O 0.70 15.70 5.41  0.05
O 1.61 13.96 4.29  -0.02
C 2.93 14.46 4.52  -0.05
H -2.55 14.46 4.36  0.07
H -1.68 15.77 5.12  0.08
H -1.92 14.31 6.05  0.08
H 3.68 13.74 4.18  0.07
H 3.06 14.64 5.59  0.07
H 3.07 15.38 3.96  0.09

Values from the calculation:
**Kohn-Sham gap**: 4.0 eV
**HOMO level**: 4.794 eV
**Net charge**: -4


DFT (ωB97M-V with the def2-TZVPD basis set) results for an isolated molecule of C3H6Cl2Si in a non-equilibrium geometry.

Each line ends with the Löwdin charge.
CARTESIAN COORDINATES (ANGSTROEM)
C -1.54 0.20 -0.71  -0.03
C -0.28 0.08 -0.24  -0.50
C 0.54 -1.14 -0.55  -1.04
Si 0.73 1.34 1.11  0.71
Cl 0.10 -2.02 -2.13  0.47
Cl 0.30 -2.44 0.72  0.50
H -2.22 0.98 -0.48  0.04
H -1.89 -0.52 -1.52  0.06
H 1.64 -1.09 -0.83  0.06
H 2.03 0.93 1.31  -0.13
H 0.24 0.85 2.46  -0.08
H 0.36 2.82 0.85  -0.07

Values from the calculation:
**Kohn-Sham gap**: 10.6 eV
**HOMO level**: -10.173 eV
**Energy relative to the best compared isomer or geometry (same formula, charge and spin)**: 4.966 eV
**SMILES string**: C=C([SiH3])C(Cl)Cl


DFT (ωB97M-V with the def2-TZVPD basis set) results for a 2-piece molecular cluster, C3H6ClFN2 overall in a non-equilibrium geometry.

Each line ends with the Löwdin charge.
CARTESIAN COORDINATES (ANGSTROEM)
C -0.73 -0.24 0.21  -0.53
C 0.51 0.47 -0.25  -0.17
C 1.87 0.14 0.38  -0.78
H -2.81 -0.30 -0.57  0.10
H -2.26 1.16 -1.03  0.23
H -1.78 -1.62 1.13  0.09
H 0.42 1.48 -0.08  0.08
H 0.28 0.24 -1.41  0.16
H 1.79 -0.26 1.44  0.12
N -1.71 -0.15 -0.95  -0.05
N -0.94 -0.95 1.21  0.12
F 2.63 1.23 0.32  -0.02
Cl 2.72 -1.19 -0.39  0.64

Values from the calculation:
**Kohn-Sham gap**: 10.0 eV
**HOMO level**: -9.911 eV
**Energy relative to the best compared isomer or geometry (same formula, charge and spin)**: 3.394 eV


DFT (ωB97M-V with the def2-TZVPD basis set) results for a 2-piece molecular cluster, C3H6ClN overall in a non-equilibrium geometry.

Each line ends with the Löwdin charge.
CARTESIAN COORDINATES (ANGSTROEM)
C -0.46 -1.55 -0.09  -0.12
C -0.68 -0.23 -0.53  -0.40
C -0.64 0.96 0.51  -0.10
N -1.67 -1.27 -0.24  0.16
Cl 2.74 0.57 0.44  0.33
H 3.07 0.15 -0.72  -0.23
H 0.20 -2.25 0.18  0.07
H -0.47 0.18 -1.57  0.13
H -1.58 1.54 0.27  0.08
H 0.19 1.53 0.26  -0.02
H -0.70 0.38 1.50  0.10

Values from the calculation:
**Kohn-Sham gap**: 10.7 eV
**HOMO level**: -10.031 eV
**Energy relative to the best compared isomer or geometry (same formula, charge and spin)**: 2.027 eV
**SMILES string**: C[C@H]1C=N1.Cl


DFT (ωB97M-V with the def2-TZVPD basis set) results for a 2-piece molecular cluster, C3H6ClN2O2 overall in a non-equilibrium geometry.

Each line ends with the Löwdin charge.
CARTESIAN COORDINATES (ANGSTROEM)
C -1.01 0.28 1.25  -0.50
C 0.61 1.89 0.95  -0.14
C -0.22 -0.10 -0.01  -0.29
N 0.92 0.78 0.06  -0.54
N 0.19 -1.49 -0.17  0.22
O -1.87 -0.38 1.72  0.19
O -0.58 1.46 1.63  0.09
Cl 1.66 1.13 -1.41  0.76
H 1.42 2.13 1.59  0.13
H 0.13 2.84 0.36  0.20
H -1.29 0.40 -1.54  0.30
H 0.62 -1.63 -1.11  0.16
H -0.59 -2.21 -0.15  0.21
H 1.00 -1.82 0.46  0.23

Values from the calculation:
**Kohn-Sham gap (alpha / beta)**: 8.8 / 8.8 eV
**HOMO level (alpha / beta)**: -14.313 / -14.312 eV
**Energy relative to the best compared isomer or geometry (same formula, charge and spin)**: 4.406 eV
**Net charge**: +1


DFT (ωB97M-V with the def2-TZVPD basis set) results for C3H6ClN2O4S2Zr as an isolated structure in a non-equilibrium geometry.

Each line ends with the Löwdin charge.
CARTESIAN COORDINATES (ANGSTROEM)
C 1.92 -1.11 0.48  0.09
C 1.41 0.16 -0.20  -0.26
C 2.45 1.13 -0.75  0.10
N 0.17 0.39 -0.37  0.16
S -0.92 0.79 0.89  0.54
O -0.73 -0.12 1.94  -0.12
O -0.79 2.20 1.04  -0.18
N -2.40 0.55 0.13  -0.57
S -2.80 -1.15 -0.02  0.34
O -1.61 -1.88 -0.26  -0.23
O -3.71 -1.45 1.00  -0.17
Cl -3.80 -1.04 -1.84  0.54
H 2.83 -1.41 -0.03  0.14
H 1.17 -1.90 0.41  0.11
H 2.12 -0.81 1.52  0.16
H 2.02 2.11 -0.95  0.11
H 2.76 0.67 -1.70  0.15
H 3.27 1.16 -0.04  0.14
Zr -3.37 1.71 -1.26  1.96

Values from the calculation:
**Kohn-Sham gap**: 3.9 eV
**HOMO level**: -20.673 eV
**Net charge**: +3


| no. | calculated total energy (a.u.) |
| --- | --- |
| 1 | -2608.54131 |
| 2 | -1327.69860 |
| 3 | -787.35878 |
| 4 | -632.75221 |
| 5 | -837.66517 |
| 6 | -1830.45682 |